(1)
This record from OMol25 describes the molecule C5H6Br2N8. The level of theory is wB97M-V/def2-TZVPD.

```
21
C5H6Br2N8 wB97M-V/def2-TZVPD
N -0.11 -1.67 -2.46
N -2.62 -0.94 0.74
H 3.18 0.16 -1.12
N -1.47 0.74 0.03
H 1.88 0.55 1.98
C 2.27 0.93 -0.82
C 1.04 0.37 1.40
Br -3.02 2.91 0.62
C -2.64 1.14 0.54
H 0.40 -0.37 1.94
N -1.56 -0.57 0.15
N 0.78 -0.93 -2.06
N 0.58 -0.76 -0.73
C 1.24 0.15 -0.07
N -1.04 -2.02 -1.64
H 0.58 1.24 1.67
Br -0.19 -2.81 1.13
H 2.72 1.85 -0.20
H 1.93 1.40 -1.68
C -0.65 -1.47 -0.40
N -3.31 0.09 0.97
```

Properties
**Total charge**: 0
**Spin multiplicity**: 1
**Frontier orbital gap (alpha / beta)**: 7.5 / 7.6 eV
**ΔE to the lowest compared entry with this formula, charge and spin**: 41.07 kcal/mol



(2)
This record from OMol25 describes a cluster of 2 separate species, C5H6Br2O in total. The level of theory is wB97M-V/def2-TZVPD.

```
14
C5H6Br2O wB97M-V/def2-TZVPD
C 0.04 -0.42 2.47
H 0.81 1.74 -0.32
C -1.46 0.19 -0.74
O 0.80 -1.51 -0.84
H -0.29 -0.42 3.48
H 2.29 0.72 -0.50
C 0.59 -0.31 -0.08
H -1.24 0.32 -1.77
Br -2.65 -1.32 -0.30
C 1.30 0.81 -0.61
C 0.28 -0.38 1.30
Br -2.11 1.95 -0.05
H 0.36 -2.24 -0.37
H 1.28 0.87 -1.67
```

Properties
**Total charge**: 0
**Spin multiplicity**: 1
**Frontier orbital gap (alpha / beta)**: 8.7 / 8.7 eV
**ΔE to the lowest compared entry with this formula, charge and spin**: 32.79 kcal/mol



(3)
This record from OMol25 describes a structure of composition C5H6CeCl2IrO4S. The level of theory is wB97M-V/def2-TZVPD.

```
20
C5H6CeCl2IrO4S wB97M-V/def2-TZVPD
O -0.80 -3.49 -3.34
Cl -1.91 3.76 -1.36
O -3.91 0.66 -0.25
O -1.79 -0.01 -4.91
H 0.88 -2.33 2.19
H 1.14 2.24 2.36
H 1.71 -1.61 3.61
C -0.50 -2.71 -2.53
Ce 0.13 -0.79 -0.99
Cl 2.44 0.15 -1.46
H 1.96 1.23 1.12
C 1.60 1.27 2.16
H 2.41 1.12 2.87
Ir -2.18 1.77 -2.47
O -0.23 -0.19 1.05
H 2.36 -1.31 1.94
S 0.35 -0.02 2.49
C 1.44 -1.47 2.55
C -3.20 1.07 -1.09
C -1.90 0.66 -3.94
```

Properties
**Total charge**: +4
**<S²>**: 8.771
**Spin multiplicity**: 6
**Frontier orbital gap (alpha / beta)**: 7.4 / 4.4 eV
**ΔE to the lowest compared entry with this formula, charge and spin**: 0.00 kcal/mol



(4)
This record from OMol25 describes a structure of composition C5H6Cl2DyN2O4Ru. The level of theory is wB97M-V/def2-TZVPD.

```
21
C5H6Cl2DyN2O4Ru wB97M-V/def2-TZVPD
O 1.40 -1.29 -3.08
C 2.67 2.50 -0.30
Cl -0.59 3.81 -0.48
O 0.55 1.61 -3.18
Ru 0.90 2.09 -0.25
H 1.49 -0.62 -0.19
H -2.69 -0.68 1.87
Cl -1.94 -3.81 -2.44
H 1.66 0.15 1.25
H -1.98 -0.70 3.52
H 0.07 -0.08 2.68
N 1.07 0.08 0.42
Dy -1.92 -1.49 -1.98
C -1.86 -1.03 2.49
C 0.71 1.77 -2.03
O -0.92 -0.94 -0.20
O 3.80 2.79 -0.40
C -0.24 -0.41 0.76
N -0.60 -0.43 2.00
H -1.82 -2.12 2.47
C 0.25 -1.23 -2.93
```

Properties
**Total charge**: +4
**<S²>**: 30.051
**Spin multiplicity**: 11
**Frontier orbital gap (alpha / beta)**: 5.4 / 4.8 eV



(5)
This record from OMol25 describes a cluster of 2 separate species, C5H6Cl2NO2S in total. The level of theory is wB97M-V/def2-TZVPD.

```
17
C5H6Cl2NO2S wB97M-V/def2-TZVPD
N 1.15 0.80 0.25
H 1.17 -0.49 1.74
C 0.64 1.65 -0.61
O 1.72 -1.58 -1.41
C 1.82 -1.71 -0.22
Cl -0.68 -2.58 1.78
O 2.42 -2.38 0.60
H 1.19 2.53 -0.85
C -0.73 1.54 -1.21
H -1.54 1.07 1.28
S -2.14 -0.01 1.78
Cl -2.15 -1.78 -0.52
H -1.01 2.50 -1.65
H -1.45 1.19 -0.50
C -1.10 -1.18 0.85
C 1.07 -0.43 0.70
H -0.38 0.85 -1.99
```

Properties
**Total charge**: -1
**Spin multiplicity**: 1
**Frontier orbital gap**: 7.0 eV
**ΔE to the lowest compared entry with this formula, charge and spin**: 57.26 kcal/mol



(6)
This record from OMol25 describes a cluster of 2 separate species, C5H6Cl2O in total. The level of theory is wB97M-V/def2-TZVPD.

```
14
C5H6Cl2O wB97M-V/def2-TZVPD
Cl -1.99 -0.90 0.68
Cl -1.58 1.89 0.30
O 0.57 -2.52 -0.02
H 1.72 0.44 -0.75
C 1.24 0.41 1.44
C -1.42 0.03 -1.69
H -1.24 0.94 -2.46
C -1.43 0.29 -0.34
H 2.02 0.11 2.04
H -1.66 -0.91 -2.18
H 0.24 0.32 1.92
H 1.39 1.42 1.18
C 1.01 -1.42 -0.07
C 1.13 -0.11 -0.03
```

Properties
**Total charge**: 0
**Spin multiplicity**: 1
**Frontier orbital gap**: 8.8 eV
**ΔE to the lowest compared entry with this formula, charge and spin**: 64.98 kcal/mol
**SMILES**: C=C(Cl)Cl.CC=C=O



> What is the formula in the sixth record?

C5H6Cl2O



> Look up the spin multiplicity of the first one.

1